No. 1
{
  "formula": "C8H12N",
  "method": "ωB97M-V/def2-TZVPD",
  "total_charge": 1,
  "homo_lumo_gap_ev": [8.89, 8.89],
  "e_homo_ev": [-13.6, -13.6],
  "species": ["C", "C", "C", "C", "C", "C", "C", "C", "N", "H", "H", "H", "H", "H", "H", "H", "H", "H", "H", "H", "H"],
  "coordinates": [[-0.710786, 0.057187, -0.993323], [-1.360578, 1.006867, -1.905844], [-0.363557, 2.019451, -1.166894], [-0.078023, -0.614564, 0.971704], [0.478558, 0.928466, -0.591349], [0.805658, 2.164462, -1.957560], [-0.269443, -2.578801, 2.420496], [0.625939, -1.778279, 1.406991], [-0.936601, -0.657475, 0.039478], [-1.063669, 0.908433, -3.058349], [-2.435621, 1.145785, -1.645447], [-0.784698, 2.961285, -0.626335], [-0.382427, 0.108536, 1.706020], [1.534973, 2.930441, -1.653424], [0.895186, 1.902415, -3.050504], [1.420017, 1.071144, -1.180284], [0.306690, -3.041054, 3.216867], [-0.845673, -3.299801, 1.888954], [-0.932233, -1.775266, 2.857730], [1.198084, -2.542207, 0.699225], [1.343956, -1.181813, 2.087223]],
  "forces_ev_per_angstrom": [[2.013, 0.132, 1.196], [-0.985, 0.480, -1.157], [-3.654, 3.689, -0.627], [-0.825, -1.321, 1.855], [0.236, -0.232, -0.269], [1.067, 0.435, -1.264], [-0.288, 2.260, 0.246], [3.753, -1.186, 1.909], [-2.422, -0.016, -4.786], [-1.048, 0.158, 2.700], [0.687, -0.086, -0.898], [0.681, -2.055, -0.704], [0.769, 0.697, 0.611], [-0.239, -0.579, 0.200], [-0.278, -0.238, 1.456], [2.083, -0.986, -0.189], [0.125, 0.045, -0.165], [-0.569, -0.448, -0.291], [0.305, -1.337, -0.007], [-1.401, 2.239, 1.035], [-0.009, -1.650, -0.852]]
}

=====

No. 2
{
  "formula": "C3H7NO4S",
  "method": "ωB97M-V/def2-TZVPD",
  "total_charge": 0,
  "homo_lumo_gap_ev": 10.71,
  "e_homo_ev": -11.0,
  "species": ["C", "C", "C", "N", "O", "O", "O", "O", "S", "H", "H", "H", "H", "H", "H", "H"],
  "coordinates": [[1.340630, -0.491141, -0.039858], [-1.865929, 0.323676, 0.112013], [1.005205, 0.940636, 0.120554], [0.941627, 1.481518, 1.478993], [1.582651, 2.469062, 1.686002], [0.293414, 0.834012, 2.256844], [-0.519196, 0.982708, -2.040476], [-0.915496, 2.805197, -0.388597], [-0.615696, 1.429934, -0.641080], [0.875106, -0.796173, -1.040865], [2.343845, -0.519184, 0.073230], [0.841643, -1.175484, 0.515409], [-2.699724, 1.075775, 0.465339], [-2.063393, -0.270787, -0.718173], [-1.412301, -0.079769, 0.952585], [1.916954, 1.888931, -0.545355]],
  "forces_ev_per_angstrom": [[-2.592, 1.386, -3.632], [-0.751, 4.598, 0.336], [1.047, 4.098, -2.929], [1.234, -0.456, -0.614], [0.135, 0.953, 0.844], [-0.809, -0.268, 1.190], [0.176, 0.473, 1.694], [0.317, 0.144, 0.574], [-0.324, -1.259, -2.375], [1.652, 0.602, 0.667], [3.244, -0.994, -0.157], [-1.404, -1.558, 2.782], [1.419, -1.766, -0.930], [-0.883, -1.385, -0.907], [0.550, -1.274, 1.482], [-3.011, -3.296, 1.974]]
}

=====

No. 3
{
  "formula": "C5H6O2",
  "method": "ωB97M-V/def2-TZVPD",
  "total_charge": 0,
  "homo_lumo_gap_ev": 10.35,
  "e_homo_ev": -9.9,
  "smiles": "C=C=C(C=O)CO",
  "species": ["O", "C", "C", "C", "C", "C", "O", "H", "H", "H", "H", "H", "H"],
  "coordinates": [[-1.293725, -1.302733, 1.725893], [-1.108480, -0.027036, 1.167533], [-0.122362, -0.054054, 0.006535], [0.070876, 0.806111, -0.966687], [0.533683, 1.518749, -1.956783], [0.954984, -1.079969, 0.001203], [1.396638, -1.594019, 1.006472], [-0.424268, -1.600502, 2.035890], [-0.773480, 0.698006, 1.924570], [-2.088688, 0.301948, 0.810873], [1.337772, 2.231021, -1.784786], [0.154501, 1.412900, -2.968840], [1.362549, -1.310422, -1.001873]],
  "forces_ev_per_angstrom": [[0.147, -0.055, 0.115], [-0.049, 0.326, -0.132], [0.107, 0.099, -0.110], [0.088, -0.054, -0.080], [-0.108, -0.079, 0.127], [0.211, -0.205, 0.314], [-0.273, 0.064, -0.323], [-0.166, -0.052, -0.062], [0.013, -0.107, -0.128], [0.182, 0.012, -0.006], [-0.188, -0.024, -0.012], [-0.050, 0.042, 0.141], [0.088, 0.033, 0.155]]
}

=====

No. 4
{
  "formula": "C2H3NO2",
  "method": "ωB97M-V/def2-TZVPD",
  "total_charge": 0,
  "homo_lumo_gap_ev": [9.33, 8.32],
  "e_homo_ev": [-8.8, -8.2],
  "species": ["C", "C", "N", "O", "O", "H", "H", "H"],
  "coordinates": [[0.508806, -0.659834, -0.310147], [0.494689, 0.810607, -0.302866], [-1.691269, 0.931555, 1.267371], [-1.962801, -0.123605, 1.464974], [-0.059239, 0.069272, -1.366058], [1.432512, -1.169178, -0.483742], [-0.149899, -1.298227, 0.300814], [1.427202, 1.439410, -0.570345]],
  "forces_ev_per_angstrom": [[0.019, -0.268, 1.600], [1.092, -0.645, -1.175], [1.048, 3.799, -0.735], [-0.964, -3.681, 0.657], [-0.096, 0.982, -0.188], [0.623, -0.183, -0.548], [-0.054, 0.709, -0.240], [-1.669, -0.713, 0.628]]
}

=====

No. 5
{
  "formula": "C26H35AsBCdN8O5",
  "method": "ωB97M-V/def2-TZVPD",
  "total_charge": 0,
  "homo_lumo_gap_ev": [9.41, 5.80],
  "e_homo_ev": [-8.9, -8.6],
  "spin_multiplicity": 2,
  "species": ["Cd", "O", "C", "O", "C", "C", "C", "C", "C", "O", "C", "C", "O", "O", "H", "H", "H", "H", "H", "H", "H", "H", "C", "C", "N", "N", "C", "B", "N", "C", "C", "C", "N", "N", "C", "C", "C", "N", "N", "C", "C", "C", "N", "H", "H", "H", "H", "H", "H", "H", "H", "H", "H", "H", "H", "C", "C", "As", "C", "C", "C", "C", "H", "H", "H", "H", "H", "H", "H", "H", "H", "H", "H", "H", "H", "H", "H"],
  "coordinates": [[-0.361217, -0.416934, 0.152094], [-3.301025, -3.523607, 1.582601], [-2.788748, -2.624831, 0.969079], [-1.928422, -1.793178, 1.206981], [-3.394356, -2.539210, -0.603336], [-2.240535, -2.642295, -1.608977], [-2.846475, -2.993755, -2.985344], [-3.537770, -1.668241, -3.338394], [-3.122459, -0.792105, -2.135043], [-1.836880, -1.293007, -1.796904], [-3.982394, -1.212192, -0.944381], [-3.792402, -0.065890, 0.292295], [-4.768192, -0.012496, 0.992282], [-2.732514, 0.535240, 0.211127], [-4.088550, -3.376680, -0.625471], [-1.396181, -3.258810, -1.313014], [-2.045365, -3.223325, -3.686993], [-3.523368, -3.842531, -2.936620], [-3.160879, -1.244581, -4.269355], [-4.618376, -1.761473, -3.405021], [-3.085956, 0.276660, -2.333970], [-5.058036, -1.209281, -1.105240], [3.809461, 1.135437, -0.862329], [2.628595, 0.602920, -1.381689], [1.975556, -0.077487, -0.451261], [2.713316, -0.014803, 0.662032], [3.814579, 0.725107, 0.452184], [2.313432, -0.694458, 1.981960], [1.663126, -2.061307, 1.689313], [1.921078, -3.188549, 2.368987], [1.164092, -4.203179, 1.830765], [0.448500, -3.587096, 0.808308], [0.756277, -2.298771, 0.732923], [1.279079, 0.200459, 2.673273], [1.252758, 0.759641, 3.891394], [0.082260, 1.479962, 4.008592], [-0.562877, 1.303596, 2.785667], [0.170870, 0.533881, 1.993979], [3.563206, -0.958017, 2.799442], [4.666358, -1.592698, 2.327859], [5.482997, -1.869588, 3.396351], [4.787068, -1.364895, 4.502061], [3.642530, -0.832550, 4.128845], [4.545980, 1.723667, -1.368237], [2.251658, 0.669961, -2.385970], [4.512117, 0.923577, 1.239163], [2.615121, -3.200581, 3.183341], [1.115524, -5.227670, 2.137734], [-0.249242, -4.049713, 0.136778], [2.051617, 0.585748, 4.583711], [-0.254087, 2.043084, 4.855619], [-1.501253, 1.696885, 2.437711], [4.788002, -1.813180, 1.283564], [6.433587, -2.362216, 3.386943], [5.064287, -1.381260, 5.537737], [-2.552733, 3.670880, -0.264663], [-2.169934, 2.992789, -1.570592], [-0.576047, 1.805037, -1.419061], [-0.400524, 1.464758, -3.394269], [0.163504, 2.612343, -4.225848], [0.775318, 3.256431, -1.172572], [1.085684, 3.458338, 0.306161], [-3.518062, 4.167330, -0.361407], [-1.810936, 4.418733, 0.014556], [-2.627435, 2.926063, 0.526455], [-1.973846, 3.743995, -2.343640], [-3.007248, 2.381153, -1.911331], [-1.405666, 1.216213, -3.756118], [0.210885, 0.566083, -3.525506], [-0.411264, 3.523482, -4.061648], [0.107863, 2.368207, -5.286647], [1.205582, 2.808004, -3.975230], [0.380803, 4.179564, -1.608014], [1.694540, 2.996507, -1.697889], [0.173451, 3.643369, 0.873228], [1.756616, 4.306844, 0.447036], [1.563982, 2.570493, 0.721849]],
  "forces_ev_per_angstrom": [[-0.841, -0.222, -1.058], [-0.389, -0.556, 0.301], [-0.336, -0.376, -0.161], [0.593, 0.526, 0.174], [-0.182, 0.230, -0.162], [-0.088, -0.861, -0.133], [0.203, -0.063, 0.169], [0.103, 0.182, 0.084], [-0.656, 0.548, -0.364], [0.460, 0.066, 0.092], [0.073, -0.304, -0.033], [-0.302, -0.012, -0.155], [-0.598, -0.238, 0.383], [0.699, 0.579, -0.092], [0.054, 0.137, 0.018], [-0.011, 0.102, -0.004], [-0.005, -0.033, 0.007], [-0.023, -0.055, 0.010], [-0.024, -0.014, 0.015], [-0.072, 0.056, -0.064], [0.075, -0.092, 0.089], [0.105, -0.024, -0.009], [-0.005, 0.000, 0.070], [0.231, -0.082, 0.074], [-0.165, -0.080, -0.498], [0.505, 0.077, 0.123], [0.077, 0.203, -0.265], [-0.332, -0.041, -0.066], [0.352, -0.248, 0.136], [-0.066, -0.329, 0.044], [-0.010, 0.057, 0.020], [0.210, -0.048, 0.098], [-0.218, -0.448, -0.350], [0.306, 0.131, 0.570], [-0.201, 0.187, 0.177], [-0.031, 0.036, -0.123], [0.072, 0.079, 0.162], [-0.094, 0.434, 0.648], [0.432, -0.014, -0.295], [0.201, -0.102, 0.067], [0.011, -0.026, -0.254], [-0.062, -0.055, -0.205], [-0.441, 0.234, 0.752], [0.172, 0.137, -0.086], [-0.151, -0.004, -0.100], [0.181, -0.037, 0.166], [0.172, 0.008, 0.187], [0.042, -0.165, 0.062], [-0.163, 0.082, -0.051], [0.068, -0.003, 0.039], [-0.044, 0.083, 0.119], [-0.156, -0.063, -0.050], [-0.025, -0.015, -0.127], [0.182, -0.085, -0.062], [0.038, 0.051, 0.211], [0.164, -0.077, 0.030], [0.051, -0.230, 0.060], [0.024, 1.303, -1.289], [0.059, -0.148, 0.253], [-0.115, -0.097, 0.230], [-0.139, -0.182, 0.105], [-0.036, -0.084, -0.041], [-0.008, 0.050, 0.033], [-0.017, 0.052, 0.082], [-0.075, 0.084, 0.086], [0.113, -0.193, 0.009], [0.103, -0.081, -0.038], [0.099, -0.041, 0.192], [-0.124, 0.043, 0.056], [0.070, 0.096, -0.051], [0.037, 0.022, -0.050], [0.002, 0.077, -0.031], [-0.044, -0.163, -0.074], [-0.144, -0.002, -0.079], [0.049, 0.017, 0.123], [0.009, 0.007, 0.030], [-0.002, 0.018, 0.064]]
}

=====

No. 6
{
  "formula": "C2H6N2S",
  "method": "ωB97M-V/def2-TZVPD",
  "total_charge": 0,
  "homo_lumo_gap_ev": 9.42,
  "e_homo_ev": -8.5,
  "smiles": "N/N=C/CS",
  "species": ["C", "C", "H", "H", "H", "H", "H", "H", "N", "N", "S"],
  "coordinates": [[0.135962, -0.012184, 0.065855], [-0.954705, -0.295079, -0.940133], [2.189765, 1.778798, 1.187319], [2.373007, 0.136739, 1.314187], [0.342169, -0.692117, 0.842872], [-0.761097, -1.279008, -1.440741], [-0.942059, 0.465898, -1.686163], [-2.807078, -1.603463, 0.019123], [2.025048, 0.911285, 0.722746], [1.021601, 0.908250, -0.135696], [-2.622613, -0.319119, 0.050631]],
  "forces_ev_per_angstrom": [[0.920, 0.793, -2.380], [-0.097, -1.061, 1.682], [0.149, 0.601, -0.314], [-1.273, 0.078, -0.707], [-0.248, -1.044, 1.152], [-0.530, 0.763, 0.559], [-0.374, 0.611, -0.450], [-0.108, -1.193, -0.084], [3.170, 0.133, 1.791], [-3.035, -0.894, -0.170], [1.425, 1.212, -1.078]]
}

=====

Number 1: E_tot -9966.027 eV. Number 2: E_tot -23733.991 eV. Number 3: E_tot -9374.850 eV. Number 4: E_tot -7701.508 eV. Number 5: E_tot -115768.829 eV. Number 6: E_tot -15984.741 eV.